Record 1
The following is a quantum chemistry calculation of a single C21H21FN2O molecule, from the OMol25 dataset.

Geometry as ORCA input:
```
! RIJCOSX wB97M-V def2-TZVPD def2/J DEFGRID3
* xyz 0 1
C -1.8727 2.1272 -2.8076
H 1.2307 2.3670 3.7071
C 2.0819 0.0203 2.4967
C 0.7367 0.3411 3.1409
C 0.8843 0.2292 0.2600
F -1.0967 -0.9473 -2.9028
H -5.0964 1.7215 -1.9100
H 1.5066 0.3302 5.1614
H -3.7030 2.8112 -3.6570
C 0.0585 -1.5888 -2.6057
H 0.5184 1.7579 -2.6956
H 1.4230 -4.6061 -3.2488
H -4.0002 0.4823 -0.1008
H -1.3211 -0.2021 2.7639
N 0.1531 1.3866 -1.8300
C 2.2181 -1.7345 -1.6553
H 2.3254 -1.0345 2.6627
H -0.4998 2.0761 3.5365
H -0.6415 -3.2849 -3.6752
C -3.3992 0.9523 -0.8688
C 0.1778 -2.8771 -3.1035
C -0.3096 0.0246 0.8859
H 0.5174 2.2328 2.1011
H 0.8723 -1.2283 4.6348
H -0.1492 -1.4729 2.3926
C 2.1314 0.2329 0.9954
H -0.2352 0.0783 5.0601
C -1.2186 1.4180 -1.7919
C 1.0342 0.4124 -1.2364
C -2.0108 0.8348 -0.7902
C 1.0618 -0.9804 -1.8644
C 1.3271 -3.6021 -2.8650
C -0.3363 -0.3958 2.3307
C -3.2419 2.2541 -2.8560
H 2.8851 0.6086 2.9446
O 3.2164 0.3944 0.4500
H -1.2662 2.5815 -3.5789
C 0.7181 -0.1522 4.5890
C 0.4785 1.8488 3.1173
H 3.0259 -1.2854 -1.0982
H 3.2639 -3.5689 -1.9506
H -2.2944 -0.1580 0.9224
C 2.3531 -3.0207 -2.1376
H 2.0475 0.8175 -1.3690
N -1.5342 0.1494 0.3284
C -4.0205 1.6492 -1.8819
*
```

* Kohn-Sham gap: 8.0 eV
* ΔE to the lowest compared entry with this formula, charge and spin: 0.00 kJ/mol

Atomic partial charges in e from the Mulliken method, atoms 1 to 4: -0.80, 0.48, -1.28, 1.92

Record 2
The following is a quantum chemistry calculation of a single C3H8N2OS molecule in a non-equilibrium geometry, from the OMol25 dataset.

Geometry as ORCA input:
```
! RIJCOSX wB97M-V def2-TZVPD def2/J DEFGRID3
* xyz 0 1
H 0.7604 1.8683 -1.9636
S 2.3639 1.0655 -0.0473
H -0.8407 -2.0796 -0.0422
O -1.1381 1.5623 -1.4374
C 0.6383 -0.7917 1.5744
H 1.4206 -1.5593 1.3983
H -1.0605 -0.7911 -1.3308
H -0.1611 -1.3332 2.1079
H -1.1373 2.2619 -0.7910
C 0.7902 0.6109 -0.3959
N 0.0894 -0.2700 0.3232
H -1.9353 -0.6827 0.2203
H 1.0203 0.0076 2.1698
N 0.1855 1.1459 -1.5247
C -0.9956 -1.0147 -0.2608
*
```

* Kohn-Sham gap: 8.9 eV
* ΔE to the lowest compared entry with this formula, charge and spin: 247.06 kJ/mol

Atomic partial charges in e from the Mulliken method, atoms 1 to 4: 0.31, -0.40, 0.40, -0.37

Record 3
The following is a quantum chemistry calculation of a gas-phase ion, C5H6NO3 (charge +1) in a non-equilibrium geometry, from the OMol25 dataset.

Geometry as ORCA input:
```
! RIJCOSX wB97M-V def2-TZVPD def2/J DEFGRID3
* xyz 1 1
C -0.2323 1.0639 -0.6983
O -0.1828 -0.8929 -1.9480
C 0.0333 -0.5393 -0.7100
C -0.3154 0.2553 1.5703
H -0.0200 -2.2887 1.9328
H 0.1974 -1.7954 -2.1193
H -1.1171 1.2579 -1.3312
H -0.3505 2.4980 1.1478
O -1.5143 0.6505 1.4768
C -0.4640 1.4956 0.7983
C 0.1348 -1.1817 0.4742
H 1.6390 -2.3956 1.3282
O 0.8629 1.7442 -1.1772
N 0.6704 -2.1386 1.1901
H 0.6586 2.2669 -1.9345
*
```

* Kohn-Sham gap (alpha / beta): 7.4 / 7.4 eV
* ΔE to the lowest compared entry with this formula, charge and spin: 440.34 kJ/mol

Atomic partial charges in e from the Mulliken method, atoms 1 to 4: 0.06, -0.43, 0.16, 0.33

Record 4
The following is a quantum chemistry calculation of 2 unconnected molecules or ions with the total composition C6H14N2O2S in a non-equilibrium geometry, from the OMol25 dataset.

Geometry as ORCA input:
```
! RIJCOSX wB97M-V def2-TZVPD def2/J DEFGRID3
* xyz 0 1
C -0.8598 1.3426 0.8683
H -2.0711 -0.9758 1.2882
H 1.6102 -2.2988 0.5552
C -1.2754 0.3499 -0.1292
N -2.1067 -0.6722 0.3494
H -0.0688 -2.3578 0.9196
C 0.7414 -0.6202 -0.1783
H -0.9840 3.3587 -0.0558
H -0.6225 1.2005 -2.0049
H 4.1352 0.4301 -0.7518
H -2.4165 1.3353 -1.6509
H 3.5140 -0.9108 0.0380
C -1.5007 0.6755 -1.5974
H -0.5339 0.8249 1.7707
H -2.3171 -1.2072 -0.4141
C 0.7999 -1.7343 0.8564
H 0.7944 -1.0458 -1.0860
H 0.9894 -1.3485 1.8006
O 2.1949 0.7834 1.3726
N 3.2623 -0.1802 -0.6878
H -0.2806 3.1783 1.7442
H -1.6457 -0.2379 -2.1505
C -0.6871 2.6529 0.8512
S 1.9556 0.5744 -0.0521
O 1.6210 1.7195 -0.8097
*
```

* Kohn-Sham gap: 8.7 eV
* ΔE to the lowest compared entry with this formula, charge and spin: 328.13 kJ/mol

Atomic partial charges in e from the Mulliken method, atoms 1 to 4: -0.70, 0.23, 0.53, 1.34

Record 5
The following is a quantum chemistry calculation of 2 unconnected molecules or ions with the total composition C37H34N6O5 in a non-equilibrium geometry, from the OMol25 dataset.

Geometry as ORCA input:
```
! RIJCOSX wB97M-V def2-TZVPD def2/J DEFGRID3
* xyz 0 1
O 1.0559 2.8169 -1.6824
H -8.1068 -6.0208 8.6154
C -3.3367 -5.5224 7.4546
H -6.6399 -5.5646 7.7586
H -2.8186 -6.3829 7.0629
C 1.7017 -2.1073 -1.5461
O 3.1785 2.6885 -1.2505
H -0.9954 -4.6410 7.5875
C -7.6970 -3.2789 11.4797
C -2.2064 -1.2581 7.0492
C -4.5874 -2.0774 7.3304
H -0.7496 -1.4829 2.0261
C 0.5910 -1.2836 -1.5676
H -0.1301 0.7483 -1.5368
H -4.2528 -6.2895 9.2709
C -7.0486 -5.7882 8.7445
C -4.1823 0.2006 6.4506
C -0.5344 -4.8003 6.6123
C -6.5461 -2.5127 11.4148
H -5.3175 -3.5002 3.6499
O 4.5397 -3.1798 -1.4271
H -9.2493 -2.0020 12.1961
H 0.1312 -2.8358 8.9321
H -2.2862 -2.6567 8.6660
C -1.3084 -3.0460 3.3678
C -4.8668 -3.1966 4.5957
C -8.7624 -2.9416 12.4622
C -2.6831 -2.9062 3.4593
H -8.7268 -4.9422 10.6340
H -6.4382 -1.6718 12.0763
C 0.0396 -0.6768 6.3432
H -3.4319 0.9906 6.4653
C 2.9515 -1.5042 -1.5006
N 4.4458 0.1500 -1.3824
H 0.6957 -0.1325 5.6819
N -1.7589 -2.2898 -1.6786
H 0.4292 -3.7918 4.3465
C -1.3032 -4.1228 5.5315
H -4.5592 0.1125 5.4319
H -0.4765 -5.8748 6.4376
C -2.6894 -3.9417 5.6245
C -3.3876 -3.3587 4.5600
O -5.7962 -1.7964 7.3907
N 2.0825 2.1585 -1.4729
C -7.8349 -4.3416 10.6024
C 1.9834 0.7147 -1.4860
H -5.1408 -2.1568 4.7778
H 1.6053 -3.1829 -1.5450
H -3.2164 -2.4316 2.6547
C 0.5686 -1.5005 7.3205
C -0.2743 -2.1928 8.1688
C -3.6370 -1.0917 6.9402
C -6.8533 -4.6436 9.6756
H -4.2517 -1.3680 9.5857
C -0.6380 -3.6707 4.4063
C 3.1272 -0.1277 -1.4622
H -8.3409 -2.8314 13.4626
H -3.4093 -2.5568 10.5909
C -5.5301 -2.7975 10.5203
H -4.3114 -1.2382 11.3349
C -0.6941 -1.8289 -1.6208
C -5.6823 -3.8757 9.6421
C -4.3095 -1.9481 10.5062
H 0.4871 -4.4205 6.6668
C -4.0828 -5.4779 8.5831
H -0.9144 -3.0696 1.2698
C 0.7488 0.1208 -1.5380
C -4.1836 -3.4700 7.6306
H -9.5267 -3.7190 12.5047
C -0.5780 -2.5506 2.1690
C -1.3227 -0.5440 6.2158
H -6.5572 -6.6864 9.1207
C -1.6356 -2.0880 8.0297
N -3.3783 -4.2734 6.8517
N -4.6451 -4.2111 8.6915
H -1.7250 0.0876 5.4420
H -5.3152 -3.7961 5.3884
H -5.0027 0.5215 7.0920
O 5.1583 -0.9618 -1.3533
H 0.4984 -2.7035 2.2661
N 4.2559 -1.9571 -1.4272
H 1.6362 -1.5978 7.4253
*
```

* Kohn-Sham gap: 3.4 eV
* ΔE to the lowest compared entry with this formula, charge and spin: 0.00 kJ/mol

Atomic partial charges in e from the Mulliken method, atoms 1 to 4: -0.58, 0.44, -0.75, 0.19

Record 6
The following is a quantum chemistry calculation of a molecular structure, C37H26N3OPPd in a non-equilibrium geometry, from the OMol25 dataset.

Geometry as ORCA input:
```
! RIJCOSX wB97M-V def2-TZVPD def2/J DEFGRID3
* xyz 0 3
C -0.0174 1.4416 -3.7867
H -2.2264 3.0270 -1.2854
C -3.6770 -2.7555 0.4377
C 4.3812 -0.0862 -0.8919
C 2.3748 -1.1042 -1.7681
C -4.9334 -2.2264 0.5460
Pd 0.4637 -1.2139 0.3769
N 2.4389 -0.6565 0.5556
H 4.6948 -0.6787 -4.2386
H -0.9426 1.0949 -5.6941
C 0.3825 -2.0162 -2.5657
C 3.4950 -0.2871 4.6261
O -0.7147 -3.4996 0.3642
C -1.2393 -2.3952 0.3256
H -1.7028 3.7457 3.5756
C -0.1340 1.2920 -2.4166
H -1.1755 1.5483 2.5955
C -0.3743 -1.1277 3.3427
C -1.8217 3.5885 2.5116
C 4.2550 -0.6476 -3.2508
C -2.4004 4.4267 0.3343
P -1.3205 0.4952 -0.0571
H 0.6751 1.6158 -1.7685
C 1.1060 -0.6829 5.1524
C 3.1184 -0.6019 -0.6245
C 0.8978 -2.1249 -3.8645
H -6.1541 -0.4360 0.6401
N 1.0902 -1.5263 -1.5704
C -2.1663 0.4049 -4.0769
C -1.6822 2.1416 0.5904
C 2.8880 -0.5331 1.8362
H -3.1776 -0.1883 -2.2763
H 1.3203 -0.5670 6.2075
C 4.4656 -0.2088 3.6680
C 2.9463 -1.1469 -3.0567
H 5.0100 -0.2806 1.6126
H -2.7374 5.2348 -0.3018
N 0.5892 -0.9917 2.4601
C 1.8626 -0.6834 2.8546
C -2.7817 -0.4865 0.2710
C -1.0356 0.9916 -4.6206
C -2.2581 4.6271 1.6971
H 3.7203 -0.1807 5.6785
C 4.9257 -0.1194 -2.1862
C -4.0672 0.0168 0.3934
H -2.4830 5.5942 2.1273
H 0.2762 -2.5376 -4.6462
C -1.5285 2.3538 1.9613
C 2.1637 -0.5408 4.2256
H 4.9570 0.3879 -0.1158
C -2.2933 0.2720 -2.6992
H 0.8734 1.8930 -4.2044
H -0.9849 -1.0888 5.4040
H 5.4963 -0.0446 3.9563
C -2.5420 -1.8922 0.3297
H -1.3535 -1.3770 2.9477
H -2.9604 0.0539 -4.7233
H -0.6296 -2.3226 -2.3356
H 5.9168 0.2937 -2.3262
H -3.5188 -3.8254 0.4621
H -5.7769 -2.8982 0.6499
H 2.5948 -1.7326 -5.0993
C 4.1832 -0.3285 2.2988
C -0.1579 -0.9695 4.7192
C -1.2755 0.7102 -1.8611
C 2.1673 -1.6827 -4.1051
C -5.1545 -0.8343 0.5407
H -4.2170 1.0906 0.3623
C -2.1140 3.1865 -0.2208
*
```

* Kohn-Sham gap (alpha / beta): 5.1 / 6.3 eV
* <S²>: 2.05
* ΔE to the lowest compared entry with this formula, charge and spin: 0.00 kJ/mol

Atomic partial charges in e from the Mulliken method, atoms 1 to 4: -0.73, 0.44, -1.44, -0.75